Computed, not measured: C55H66N6O6PPb as an isolated structure, with the ωB97M-V functional and the def2-TZVPD basis.

```
135
Properties=species:S:1:pos:R:3:forces:R:3
Pb 0.803319 0.160967 -0.616710 -0.488 -0.154 -0.340
N 2.024394 1.365805 -2.611083 0.054 0.023 -0.077
C 1.177352 2.398620 -3.241980 -0.002 -0.043 -0.089
C -0.304366 2.118237 -2.907255 0.001 0.273 0.189
O -0.950699 3.096762 -2.499027 0.009 -0.226 -0.116
N -0.735924 0.856859 -2.929176 0.000 -0.095 0.048
C -0.240001 0.007291 -3.994263 0.042 0.022 -0.059
C 0.347544 -1.352016 -3.593482 -0.236 -0.117 -0.016
O 0.274512 -2.281872 -4.400250 0.094 0.046 0.042
O 0.887436 -1.425465 -2.433248 0.068 -0.031 0.216
H 2.989691 1.668276 -2.544631 -0.004 -0.014 -0.038
H 2.012979 0.507292 -3.153297 0.036 -0.004 0.016
H 1.347284 2.467662 -4.321265 0.027 0.007 0.010
H 1.404548 3.364985 -2.798079 0.001 0.000 -0.076
H 0.531526 0.478890 -4.629333 -0.051 0.006 -0.001
H -1.054965 -0.222907 -4.685911 -0.052 -0.023 -0.047
C 1.380347 -6.393067 -0.183388 0.010 0.010 -0.022
O 2.059522 -5.213551 -0.589517 0.013 0.032 0.067
C 1.500522 -3.994939 -0.356231 -0.167 0.022 -0.344
O 2.153096 -3.000546 -0.471839 -0.041 -0.105 0.215
N 0.160544 -4.051212 -0.013612 -0.060 0.003 0.055
N -0.467562 -2.814012 0.222116 0.112 0.033 -0.236
H 2.118676 -7.189799 -0.220916 0.005 -0.008 -0.005
H 0.563749 -6.645274 -0.865837 -0.003 0.004 -0.022
H 0.988112 -6.298908 0.829180 0.011 0.002 0.013
H -0.372524 -4.715601 -0.561794 0.041 0.005 0.017
H -1.332043 -2.979133 0.718617 0.022 0.080 0.063
H -0.682054 -2.310933 -0.634076 -0.052 -0.209 -0.097
C 4.381420 -0.804577 -2.592019 0.001 -0.003 0.050
C 4.661799 -0.221768 -1.201681 -0.006 -0.052 0.024
C 5.913311 0.658119 -1.200928 0.007 -0.015 -0.007
C 4.760068 -1.337377 -0.178437 -0.025 0.077 0.041
C 5.725889 -2.317886 -0.348839 0.033 -0.082 0.034
C 5.821467 -3.386017 0.528155 -0.012 0.070 -0.039
C 4.914907 -3.480105 1.565443 -0.062 -0.015 0.005
C 3.929617 -2.517169 1.780078 -0.010 -0.110 0.059
C 2.936815 -2.842161 2.900665 0.009 0.088 0.032
C 3.530645 -2.553669 4.284832 -0.008 0.012 0.000
C 1.517879 -2.270602 2.794755 0.073 0.049 -0.060
C 3.891830 -1.411581 0.920508 -0.040 0.195 -0.062
N 2.961346 -0.345277 1.148777 0.097 0.173 0.049
C 3.225906 0.291572 2.239389 0.065 -0.072 -0.058
C 2.555241 1.339464 2.964540 0.087 -0.066 0.045
C 3.103015 1.556511 4.250739 0.030 0.005 -0.039
C 2.605574 2.464895 5.145524 -0.049 0.020 -0.003
C 1.500524 3.234677 4.734825 0.067 -0.020 0.002
C 0.955081 3.085798 3.493089 -0.002 0.043 -0.016
C 1.440152 2.128942 2.528853 -0.074 0.135 -0.133
N 0.901722 2.006706 1.322392 0.272 -0.073 0.275
C -0.112331 2.927303 0.978655 0.009 -0.151 -0.011
C 0.233274 4.107274 0.291338 -0.016 0.094 -0.052
C -0.781812 4.952270 -0.139566 -0.030 0.018 0.043
C -2.113268 4.663424 0.093318 0.008 -0.047 -0.022
C -2.435223 3.519305 0.794810 -0.001 0.015 -0.054
C -1.459691 2.645094 1.269751 -0.127 0.028 0.070
C -2.012980 1.526869 2.169831 0.022 0.012 -0.030
C -2.535787 2.136047 3.481397 -0.010 0.019 0.005
C -1.163889 0.306474 2.525211 -0.036 0.025 -0.047
C 1.655566 4.616106 0.041508 0.039 -0.042 0.070
C 2.120041 5.513497 1.198527 -0.049 -0.048 0.008
C 2.759371 3.610007 -0.290902 0.002 -0.037 -0.043
H 4.362595 -0.017274 -3.350654 0.001 0.010 -0.011
H 3.428582 -1.340244 -2.609259 0.031 -0.010 0.005
H 5.164945 -1.508945 -2.878602 -0.008 0.014 -0.012
H 3.826733 0.417101 -0.911917 -0.027 0.000 0.032
H 6.790446 0.087810 -1.517208 0.002 0.012 0.010
H 6.110392 1.057393 -0.204192 -0.006 -0.002 -0.008
H 5.795296 1.500649 -1.888031 0.005 -0.009 -0.008
H 6.408532 -2.251620 -1.188499 -0.006 -0.006 0.006
H 6.571543 -4.153325 0.382220 0.007 0.003 0.004
H 4.940333 -4.346529 2.219327 0.005 0.007 0.010
H 2.824259 -3.929172 2.836109 0.034 -0.044 -0.033
H 3.601131 -1.477952 4.456870 -0.007 -0.006 0.006
H 4.529770 -2.980587 4.389723 0.002 -0.015 -0.002
H 2.892925 -2.972340 5.067857 -0.011 0.014 -0.004
H 1.433714 -1.284748 3.255737 0.025 -0.012 -0.021
H 0.827037 -2.935784 3.320546 0.002 0.005 0.043
H 1.177805 -2.191461 1.762467 0.046 -0.026 0.154
H 4.123011 -0.041266 2.773722 0.013 -0.017 0.023
H 3.963006 0.957694 4.534036 -0.006 -0.013 -0.006
H 3.046047 2.587388 6.125560 0.001 0.005 -0.004
H 1.078539 3.972229 5.409463 -0.012 0.003 -0.002
H 0.125332 3.715085 3.201381 0.001 0.001 0.017
H -0.517082 5.842973 -0.699727 0.000 -0.008 0.000
H -2.893087 5.309409 -0.290837 -0.002 0.003 0.002
H -3.476963 3.285325 0.986603 -0.067 -0.012 -0.023
H -2.886048 1.150506 1.626442 -0.029 -0.054 -0.055
H -1.702339 2.469345 4.103853 -0.015 0.000 -0.009
H -3.098940 1.387595 4.047283 0.015 0.007 -0.003
H -3.188703 2.990486 3.298112 0.008 -0.018 0.011
H -0.320697 0.559054 3.167519 -0.037 -0.031 -0.039
H -0.800983 -0.226902 1.650313 0.024 -0.024 -0.020
H -1.793859 -0.396098 3.082107 -0.020 -0.003 0.004
H 1.557895 5.261260 -0.837126 0.018 0.041 -0.030
H 2.334136 4.917908 2.087831 -0.019 -0.003 0.008
H 1.353647 6.246346 1.458183 0.010 0.000 -0.001
H 3.032491 6.048623 0.920532 0.000 -0.010 0.004
H 2.933207 2.897381 0.513363 0.040 0.067 -0.013
H 3.689766 4.155051 -0.474592 0.012 0.034 -0.036
H 2.518846 3.046060 -1.191521 0.023 0.100 0.287
O -2.202138 -0.810237 -0.491851 0.061 0.121 0.018
P -3.550486 -0.751806 -1.121925 -0.090 -0.016 0.108
C -4.342875 0.861259 -1.240489 -0.055 0.070 0.084
C -3.822320 1.774474 -2.157841 0.093 -0.031 0.050
C -4.430946 3.009680 -2.318312 0.038 0.022 0.042
C -5.555471 3.334947 -1.573698 0.013 0.003 0.080
C -6.065168 2.436243 -0.643083 0.034 0.040 -0.027
C -5.457991 1.200880 -0.471717 -0.016 -0.041 -0.126
C -4.690748 -1.776870 -0.132919 0.116 -0.034 0.125
C -5.693375 -2.577933 -0.668201 -0.070 0.050 -0.010
C -6.487707 -3.356421 0.165084 0.018 0.005 -0.013
C -6.284641 -3.341565 1.537063 0.027 0.028 0.011
C -5.279984 -2.549670 2.080522 -0.030 -0.012 -0.024
C -4.483418 -1.777544 1.248855 0.017 0.007 -0.081
C -3.639504 -1.435047 -2.783204 -0.003 -0.042 -0.013
C -2.667247 -2.348759 -3.169243 -0.008 0.011 -0.043
C -2.728823 -2.949677 -4.419119 0.024 0.013 -0.015
C -3.778146 -2.648203 -5.274560 0.009 0.020 0.009
C -4.755387 -1.734555 -4.893980 0.019 -0.006 0.023
C -4.685104 -1.122326 -3.652409 0.023 -0.024 -0.019
H -2.916101 1.528416 -2.705181 0.017 0.027 0.017
H -3.999913 3.723917 -3.007504 0.017 -0.015 -0.001
H -6.026531 4.302820 -1.699474 -0.006 -0.010 -0.008
H -6.934478 2.697448 -0.052546 0.001 -0.001 0.005
H -5.870244 0.494783 0.237769 0.014 0.000 0.033
H -5.855002 -2.600707 -1.738867 0.017 -0.010 0.001
H -7.260794 -3.983496 -0.261311 -0.001 0.010 -0.004
H -6.903352 -3.952588 2.182568 0.003 0.005 0.002
H -5.113201 -2.539818 3.150385 0.007 0.001 -0.005
H -3.679138 -1.177226 1.660115 -0.002 -0.005 0.020
H -1.835614 -2.556900 -2.508036 0.011 0.003 -0.036
H -1.926780 -3.606012 -4.727626 -0.007 0.021 -0.002
H -3.821412 -3.103948 -6.256355 -0.001 -0.006 0.013
H -5.561622 -1.485991 -5.573088 0.004 0.003 0.003
H -5.430087 -0.390567 -3.363068 0.003 0.000 -0.007
```
Positions in Å, forces in eV/Å.

Results
- lowest unoccupied orbital energy (eV) = 2.2
- total energy (hartree) = -3449.7562
- Kohn-Sham gap (eV) = 6.5581
- E_HOMO (eV) = -4.33
- charge = -1